Here is 12 unconnected molecules or ions with the total composition C26H66Br2N8O14 at a distorted geometry from OMol25. Energies are from ωB97M-V/def2-TZVPD.

* calculated total energy: -208667.58699 eV
* energy above the lowest of the compared OMol25 structures with the same formula, charge and spin: 105.8 kcal/mol

Structure (ORCA input):
```
! wB97M-V def2-TZVPD RIJCOSX def2/J DEFGRID3
* xyz 4 1
Br -3.358 -0.226 3.248
Br -0.018 -0.596 0.040
O -5.004 -3.005 -4.159
O 1.481 -4.451 -1.814
O -4.449 1.873 -2.350
O 1.330 -6.431 -0.961
O -3.284 -1.453 -3.647
O -2.774 -3.420 -4.382
O 4.298 4.924 -3.631
O 3.255 2.119 3.583
O 1.294 -1.960 3.653
O 0.898 0.394 -3.952
O 4.476 -0.902 1.570
O -7.187 -1.750 0.598
O 0.910 -4.438 0.197
O -0.598 3.740 2.022
N -4.424 4.006 -1.524
N -0.411 -1.380 -3.482
N -0.345 -2.782 2.295
N -5.338 -1.250 -0.578
N -0.267 3.406 4.327
N 4.429 -2.000 -0.382
N 3.413 2.960 -4.732
N 4.618 0.376 3.813
C 1.241 -5.148 -0.739
C 4.201 -0.890 0.354
C 5.804 4.025 -5.402
C 2.413 2.933 -3.695
C 0.856 -2.143 -3.737
C -1.638 -3.116 2.902
C 1.040 -4.296 3.735
C -3.706 -2.561 -4.046
C -1.035 1.467 2.848
C 4.848 -3.364 -0.025
C 3.863 -0.655 4.681
C -0.181 -0.016 -3.522
C 0.741 -2.942 3.239
C -6.066 -2.170 0.372
C 4.661 4.223 -4.520
C -6.498 3.128 -2.707
C -4.186 -0.561 0.085
C -0.607 2.862 2.834
C -1.163 4.480 4.799
C -5.449 -3.429 0.824
C 3.648 0.346 -0.194
C 4.203 1.753 4.212
C -3.364 3.639 -0.570
C -5.139 2.823 -2.252
C 4.924 2.289 5.383
C -1.200 1.060 -3.052
H -2.788 2.826 -1.004
H 0.757 -3.217 -3.713
H -0.313 2.564 4.895
H -6.125 -0.591 -0.710
H 4.141 -2.002 -1.328
H 4.182 -0.552 5.697
H 3.060 3.151 -5.659
H -1.970 -3.032 -4.718
H -3.961 4.474 -2.295
H 5.526 3.892 -6.455
H -0.880 5.354 4.198
H 3.821 2.056 -4.857
H -6.467 4.064 -3.251
H 0.726 -5.160 3.141
H -1.905 -2.468 3.710
H -0.930 4.704 5.847
H 0.529 -4.335 4.690
H 4.449 3.153 5.855
H 1.691 -3.426 -1.421
H -4.669 -3.619 0.085
H -5.064 -3.228 1.810
H -1.942 0.551 -2.469
H -5.040 4.566 -0.948
H -0.341 0.855 3.429
H -6.979 2.334 -3.310
H -3.590 -1.338 0.575
H 2.735 2.360 -2.875
H 1.574 -1.780 -3.018
H 3.991 -1.630 4.238
H -0.953 -1.859 -2.758
H -2.799 4.508 -0.330
H -4.535 0.134 0.838
H -1.607 -4.159 3.186
H 3.272 0.343 -1.233
H -0.541 1.687 -2.459
H 2.867 0.867 0.340
H 5.572 -3.276 0.788
H -4.918 -1.754 -1.409
H -0.272 -3.348 1.427
H 2.313 3.976 -3.397
H 5.099 1.561 6.150
H 1.540 2.388 -3.983
H 2.104 -4.360 3.915
H -3.593 -0.131 -0.711
H 2.808 -0.353 4.704
H 0.695 3.771 4.406
H 3.981 -3.887 0.363
H -3.809 3.429 0.400
H -7.155 3.361 -1.868
H 6.371 4.957 -5.306
H -6.243 -4.192 0.814
H 1.294 -1.944 -4.721
H -5.272 -3.803 -4.663
H 1.623 -6.628 -1.870
H 5.892 2.585 5.019
H -1.226 0.962 1.893
H 6.472 3.228 -5.032
H -2.357 -2.893 2.108
H 5.208 -4.014 -0.821
H -1.336 1.607 -3.985
H 4.532 0.086 2.770
H 4.474 1.048 -0.270
H -0.316 -1.820 1.949
H -1.956 1.447 3.450
H 5.602 0.169 3.984
H -2.199 4.291 4.610
*
```

Here is 2 unconnected molecules or ions with the total composition C5H13N2S at a distorted geometry from OMol25. Energies are from ωB97M-V/def2-TZVPD.

* calculated total energy: -19211.02180 eV
* energy above the lowest of the compared OMol25 structures with the same formula, charge and spin: 29.0 kcal/mol

Structure (ORCA input):
```
! wB97M-V def2-TZVPD RIJCOSX def2/J DEFGRID3
* xyz -1 1
S -0.819 1.101 1.016
N 2.942 -0.395 0.719
N -2.493 -0.541 -1.024
C 1.024 -1.849 0.092
C -1.925 0.734 -1.502
C 1.807 -1.189 1.237
C -1.802 1.761 -0.350
C 2.800 0.895 0.802
H 0.409 -2.698 0.463
H -2.436 1.180 -2.440
H 1.691 -2.364 -0.627
H 2.315 -1.929 1.967
H 0.440 -1.000 -0.417
H -2.102 -0.690 -0.081
H -0.914 0.475 -1.833
H 1.153 -0.636 1.959
H -1.402 2.678 -0.793
H -2.787 2.103 0.051
H -3.527 -0.475 -0.901
H 1.944 1.411 1.239
H 3.682 1.429 0.422
*
```

Here is a molecular structure, C39H43As2ClSi2V at a distorted geometry from OMol25. Energies are from ωB97M-V/def2-TZVPD.

* calculated total energy: -216779.13044 eV
* energy above the lowest of the compared OMol25 structures with the same formula, charge and spin: 72.7 kcal/mol

Structure (ORCA input):
```
! wB97M-V def2-TZVPD RIJCOSX def2/J DEFGRID3
* xyz 0 4
As 1.500 2.845 2.446
As 0.276 0.125 3.809
V 1.790 0.392 1.744
Cl -2.244 1.163 -1.360
Si -2.659 0.242 -3.378
Si -0.736 0.117 -0.060
C -0.938 -3.984 0.639
C -2.301 -4.222 0.428
C -1.635 0.559 3.887
C 1.109 1.491 4.990
C 3.382 -0.319 2.847
C 2.856 -1.359 2.036
C -0.918 -0.411 -7.044
C -1.526 0.404 -4.825
C -1.715 -0.493 -5.900
C 0.181 1.537 -6.126
C -3.162 -3.147 0.232
C 0.522 -1.513 4.812
C -2.390 -2.624 -3.160
C 1.340 1.208 6.331
C 3.808 0.734 1.988
C 1.268 1.470 -1.607
C -0.432 -2.685 0.581
C 2.851 4.169 2.034
C 0.918 -0.864 -2.134
C 3.532 0.350 0.650
C -2.905 -3.915 -3.329
C 0.674 0.232 -1.285
C 2.364 0.487 -3.526
C -5.101 -3.002 -3.771
C -4.609 -1.714 -3.552
C 2.625 3.260 6.531
C -3.236 -1.511 -3.289
C 1.646 2.667 4.409
C -0.185 3.832 2.285
C 2.112 1.588 -2.707
C -4.247 -4.105 -3.674
C 2.108 2.096 7.102
C -2.662 -1.853 0.220
C -0.602 1.453 -4.971
C 0.049 0.594 -7.154
C -1.286 -1.602 0.279
C 2.945 -0.939 0.684
C 1.715 -0.719 -3.268
C 2.396 3.555 5.174
H -0.272 -4.824 0.864
H -2.059 0.102 4.789
H 0.354 -2.322 4.096
H -4.637 -5.110 -3.852
H -0.590 3.644 1.282
H 3.690 0.951 -0.236
H -2.482 -1.269 -5.830
H -0.887 3.502 3.058
H 0.688 0.652 -8.038
H 0.437 -1.830 -1.951
H 0.921 2.336 -6.214
H 2.800 4.467 4.725
H 3.838 3.747 2.222
H 2.741 4.404 0.973
H 1.542 -1.574 5.199
H 2.305 1.864 8.150
H 2.594 -1.504 -0.169
H -1.056 1.009 1.098
H 2.673 5.054 2.647
H 2.569 2.550 -2.942
H 1.053 2.363 -1.013
H 1.823 -1.560 -3.958
H 3.026 0.584 -4.388
H -5.273 -0.847 -3.614
H -0.207 -1.566 5.626
H -1.788 1.642 3.901
H 3.520 -0.355 3.920
H 3.209 3.955 7.138
H 0.046 4.897 2.417
H 0.946 0.293 6.776
H -4.228 -3.304 0.086
H 2.471 -2.317 2.367
H -2.701 -5.234 0.451
H -6.155 -3.142 -4.014
H -1.047 -1.140 -7.844
H -0.474 2.177 -4.160
H -2.255 -4.780 -3.187
H -1.336 -2.484 -2.912
H 4.323 1.634 2.284
H 0.634 -2.532 0.781
H -3.772 1.170 -3.659
H -2.104 0.134 2.995
H -3.358 -1.027 0.120
*
```